# C28H42O21

7 unconnected molecules or ions with the total composition C28H42O21 (ωB97M-V/def2-TZVPD, the OMol25 dataset).

Output
Net charge ... 0
SMILES ... C[C@H]1COC(=O)O1.C[C@H]1COC(=O)O1.C[C@H]1COC(=O)O1.C[C@H]1COC(=O)O1.C[C@H]1COC(=O)O1.C[C@H]1COC(=O)O1.C[C@H]1COC(=O)O1
E ... -72717.0853 eV

Geometry as XYZ:
```
91
Properties=species:S:1:pos:R:3:forces:R:3
H 13.738009 -9.020190 0.487505 0.03 0.02 -0.07
C 11.966103 -16.665866 3.239297 0.36 -0.45 0.12
H 10.311470 -16.520763 -4.480829 -0.04 -0.01 0.02
C 8.783069 -16.715339 0.177349 -0.61 0.67 -0.39
H 8.264013 -11.964877 -3.620806 -0.28 0.08 -0.37
H 5.141211 -11.172823 -3.979131 0.19 -0.02 -0.03
O 7.744043 -19.972031 -1.674919 -0.03 0.01 -0.11
H 10.502326 -9.520710 -1.165854 0.08 -0.01 -0.49
H 9.939115 -16.181384 3.500895 -0.20 -0.15 0.10
O 7.832653 -19.700851 0.556917 0.11 -0.14 0.03
C 5.548921 -14.124763 -3.922296 -0.45 0.03 0.12
C 7.560303 -11.490764 -2.940124 0.79 0.19 1.00
H 6.779440 -18.127821 2.544669 0.08 0.03 -0.15
H 11.705694 -15.188967 -5.834844 0.02 0.04 -0.14
H 9.603322 -15.928435 -2.979624 0.08 0.00 0.13
H 10.185320 -17.881730 3.033973 0.10 0.08 -0.18
H 12.297926 -13.651883 -5.128265 0.01 0.12 -0.28
C 6.990628 -20.097290 1.676274 0.25 0.59 -1.07
H 10.646041 -13.644787 -3.445956 0.25 -0.13 0.10
C 10.569245 -17.064313 3.641618 -0.07 0.10 -0.11
O 4.608843 -13.149570 -3.990559 0.09 -0.08 0.24
C 7.220037 -19.097849 2.772075 -0.43 -0.43 0.69
C 6.692774 -16.336645 -1.258088 0.00 0.37 -0.20
O 12.888368 -11.970449 -3.443490 0.12 -0.12 -0.10
H 12.613080 -14.589604 3.537144 0.04 0.04 0.04
C 9.340323 -13.484309 -5.961993 -0.08 -0.12 0.16
H 12.043288 -8.555783 0.583528 -0.02 0.06 -0.06
O 4.442038 -12.241289 0.449928 -0.32 0.20 -0.02
C 9.331650 -14.529129 -0.201718 -0.17 -0.26 -0.15
H 6.269397 -17.334186 -1.142724 0.13 -0.06 0.06
H 8.281243 -18.997582 2.982063 0.05 0.02 -0.07
C 7.488298 -15.888074 -0.060557 0.34 -0.54 -0.12
H 10.318890 -11.115949 -0.406096 -0.08 0.07 -0.08
H 11.381608 -16.065121 -3.150705 -0.06 0.03 0.11
O 9.838893 -15.759008 0.004380 0.05 0.13 0.36
H 6.750181 -19.468739 3.688697 0.01 0.12 -0.02
H 12.930089 -8.411294 -0.966258 -0.11 0.10 0.04
C 10.958796 -10.502375 -1.040680 0.16 -0.55 0.86
C 12.459569 -11.416905 -2.484057 -0.10 0.16 0.08
H 5.090524 -19.137296 1.095523 0.22 0.14 -0.10
O 5.926681 -20.339761 -0.372614 0.16 0.00 -0.26
H 4.960727 -20.865157 1.369748 0.07 -0.08 -0.15
C 12.554948 -15.528557 4.081358 -0.08 -0.15 -0.03
H 7.352622 -16.301466 -2.126925 -0.10 -0.24 -0.08
H 12.025095 -16.464836 2.168563 -0.07 0.14 0.01
O 11.145762 -11.211934 -2.259054 -0.05 0.29 -0.15
H 8.777743 -17.092304 1.195767 0.39 -0.27 -0.08
C 5.622571 -20.086541 0.991647 -0.24 -0.30 0.63
H 4.343070 -11.734481 -2.500336 -0.15 -0.13 -0.12
H 7.483363 -11.716015 2.810333 -0.22 -0.02 0.13
O 10.629260 -13.509132 -6.361661 0.04 0.19 -0.05
C 11.419647 -14.221943 -5.419344 0.04 -0.24 0.76
O 7.997143 -14.563356 -0.316087 0.07 0.15 0.26
H 5.876445 -15.647687 -1.460892 -0.07 -0.05 0.11
H 7.300981 -21.110841 1.932889 -0.09 0.01 0.23
O 5.331609 -13.975781 1.519077 -0.23 0.41 0.09
H 5.271032 -10.782578 1.665629 0.12 -0.15 -0.31
O 8.453055 -12.975129 -6.569808 0.00 0.04 -0.06
C 6.403899 -12.425739 -2.643295 -0.32 0.01 -1.02
O 6.649360 -13.686613 -3.294258 0.08 -0.07 0.38
C 10.447897 -15.818001 -3.657706 0.13 0.13 -0.14
O 9.189505 -14.114319 -4.779333 0.29 0.08 -0.11
C 12.797810 -9.006263 -0.063060 0.10 -0.21 0.02
C 10.493094 -14.410665 -4.207119 -0.62 -0.03 -0.45
C 4.757855 -11.743208 1.744367 0.45 0.66 0.37
C 14.001762 -17.286230 4.108640 -0.29 -0.09 -0.07
H 7.715879 -13.418263 2.430351 0.10 0.02 -0.17
C 5.670208 -12.824151 2.334644 -0.43 -0.10 -0.29
O 13.209022 -10.898070 -1.490305 0.04 -0.34 -0.04
C 5.057101 -12.004225 -3.279843 0.11 0.21 0.31
H 6.908479 -15.842051 0.860126 -0.18 0.11 -0.09
H 11.996452 -15.394310 5.009874 -0.01 0.07 -0.01
H 7.344396 -12.225725 1.142246 0.07 -0.25 -0.06
H 5.355393 -13.080463 3.343869 0.30 0.06 0.12
H 10.526541 -17.400405 4.678004 0.09 0.21 0.07
O 13.869797 -15.972454 4.406248 0.04 0.06 -0.10
H 8.909964 -17.483755 -0.579195 0.02 -0.25 0.20
C 4.596384 -13.578352 0.448404 0.24 -0.50 0.48
H 7.254985 -10.507154 -3.291624 -0.14 -0.12 -0.28
O 4.160094 -14.332775 -0.354801 -0.01 0.14 -0.39
C 7.140063 -12.530953 2.169541 0.14 0.11 0.23
H 3.861734 -11.523723 2.328245 -0.19 -0.49 -0.14
H 12.469697 -11.052402 0.442052 0.07 -0.29 -0.20
C 12.375897 -10.414890 -0.437747 -0.29 0.72 0.15
O 5.386102 -15.225819 -4.334317 0.17 -0.14 -0.20
C 7.223554 -20.009342 -0.612195 -0.24 0.05 0.39
O 9.989738 -13.537380 -0.286303 0.15 0.22 0.02
O 14.952332 -17.947239 4.355756 0.16 0.00 0.05
H 8.171742 -11.300745 -2.047003 -0.24 -0.12 0.02
H 6.268608 -12.638654 -1.584588 0.13 0.07 0.07
O 12.883886 -17.748922 3.500071 -0.05 0.17 0.04
```
Positions in Å, forces in eV/Å.

Results of the Mulliken charge analysis, in e, for atoms 1 through 6: atom 1 (H): 0.37, atom 2 (C): 0.59, atom 3 (H): 0.49, atom 4 (C): 0.73, atom 5 (H): 0.00, atom 6 (H): 0.38

# C28H42O21

7 unconnected molecules or ions with the total composition C28H42O21 (ωB97M-V/def2-TZVPD, the OMol25 dataset).

Output
Net charge ... 0
SMILES ... C[C@H]1COC(=O)O1.C[C@H]1COC(=O)O1.C[C@H]1COC(=O)O1.C[C@H]1COC(=O)O1.C[C@H]1COC(=O)O1.C[C@H]1COC(=O)O1.C[C@H]1COC(=O)O1
E ... -72714.7435 eV

Geometry as XYZ:
```
91
Properties=species:S:1:pos:R:3:forces:R:3
O -0.183809 -0.308644 1.375625 -0.90 0.42 0.53
H 5.643114 -4.700093 1.919435 -0.03 0.01 -0.03
H -3.465175 1.926670 -1.380845 0.13 0.26 0.26
O 4.347710 -1.805838 2.515824 0.61 0.50 -0.26
H 6.612848 -5.141961 3.316511 0.52 -0.43 -0.46
O -1.175512 1.169661 0.059398 0.13 0.58 0.00
H 7.359706 -4.302214 1.839589 0.28 -0.13 0.30
H 5.185797 -5.651869 -0.940070 -0.39 -0.32 0.12
H -2.703035 1.725861 -2.935195 -0.13 0.08 -0.18
C 3.945764 -2.610089 3.509377 -0.42 0.31 0.24
C -6.024815 5.151089 2.078009 0.03 -1.07 0.29
O -6.498418 2.864954 2.125488 0.42 -0.11 -0.23
H -5.053027 3.502873 3.321687 -0.44 0.88 0.36
C -4.058829 3.428642 -2.854758 0.18 -2.06 0.42
C 0.196442 1.207054 -0.351973 0.00 -0.70 0.27
H -5.532596 5.704971 1.284007 0.31 0.37 0.49
O 1.837381 -6.799594 3.803252 0.74 0.53 -0.43
O 2.822393 -2.658713 3.897162 0.22 -0.26 0.01
H -3.217619 4.061074 1.675993 -0.31 0.33 0.63
H 0.602792 2.213406 -0.340964 -0.31 0.12 -0.28
H 1.479403 0.921132 1.394629 -0.10 -0.11 0.06
C -1.331315 6.182742 -4.163730 -0.47 -0.21 0.40
H 2.651510 -0.375956 -0.223804 0.01 -0.09 0.00
C 6.514335 -4.412875 2.512729 -0.76 0.61 1.02
H -3.661991 3.728810 -3.824499 -0.28 0.46 -0.05
H -2.160642 3.060241 -1.940272 0.02 -0.21 0.30
O 4.979254 -3.316389 3.996328 0.10 -0.39 0.87
C 4.533202 -5.217501 -1.707393 1.53 -0.28 1.16
C -0.068366 -4.294283 2.519412 1.52 -0.25 0.10
H 2.029896 -1.571626 0.850885 -0.54 -0.10 0.14
H -5.507536 1.926373 -2.180699 0.29 -0.51 -0.71
O 0.325892 -7.560814 5.229941 -0.40 -0.28 0.50
H 2.354174 -6.574906 1.783659 -0.46 -0.75 0.16
C -7.618685 3.559357 1.844702 0.27 -0.02 -1.37
C 1.278999 -4.213125 -1.071702 1.38 -0.35 0.92
C 5.763118 -1.970492 2.272771 -1.12 -1.65 -0.11
H 4.004480 -6.031502 -2.194981 -0.27 0.19 -0.02
H 5.303171 -4.837600 -2.383620 -0.51 0.55 -0.25
C -5.683432 4.750281 -1.984476 0.16 -0.75 0.33
O -6.180292 5.702719 -1.493857 -0.39 0.39 0.05
O -7.308503 4.841054 1.544696 -0.42 0.04 0.78
C 1.850955 -6.043660 2.598937 0.43 -0.35 -1.16
H 6.991476 -2.708810 3.851125 -0.15 -0.58 0.63
O 2.409292 -4.867605 -0.659187 0.04 -0.22 1.00
O 0.006326 4.465486 -3.058030 -0.79 -0.87 0.56
H 0.828092 -3.751385 2.205257 -0.36 0.58 0.01
C 0.900999 0.324201 0.685315 -0.18 -1.11 0.19
C -5.390425 3.761760 2.313530 1.16 0.02 0.80
H 5.786730 -2.447549 1.293455 0.55 0.75 -0.39
O -2.429314 0.024192 1.501488 -0.37 -0.26 0.43
H -6.125527 5.594153 3.069480 -0.03 0.81 -0.41
H 2.511550 -5.173564 2.628400 -0.58 0.42 0.90
O -8.695063 3.081846 1.712785 -0.29 -0.11 0.33
C -1.365482 0.266853 1.048470 0.81 0.10 -0.52
C 1.207264 5.980982 -4.318272 -1.20 -0.77 -0.82
H 1.070542 7.058105 -4.249449 0.32 0.02 0.45
C 3.613113 -4.195568 -1.070188 -1.47 -0.01 -2.15
O 1.967973 5.417118 -3.263243 0.89 0.49 -0.25
H -1.344673 6.823452 -5.045784 -0.12 -0.25 -0.18
C -5.425662 2.697514 -2.952632 0.33 0.83 0.55
C -3.039405 2.476259 -2.216749 0.12 0.67 -0.31
H 3.352799 -3.436198 -3.150369 -0.34 -0.47 -0.01
H 6.275935 -1.021617 2.364126 0.06 0.01 -0.05
C 6.170649 -3.117936 3.264412 0.14 1.22 -1.87
H -0.193457 4.557135 -5.090577 -0.52 -0.11 0.18
H 1.261610 -1.207902 -0.791506 -0.34 -0.45 0.36
C 1.708024 -0.828083 0.126181 1.53 1.38 -0.97
H 3.429224 -2.240672 -1.936559 -0.85 0.30 0.14
O -0.315932 -6.547048 3.326786 0.41 -0.31 -0.10
O -6.340112 3.675708 -2.490779 -0.43 1.42 -0.15
H 1.620648 5.732775 -5.294846 0.56 0.17 0.21
C 1.228035 4.597098 -2.521029 -0.66 0.41 1.24
O 1.529301 4.139484 -1.454458 0.26 -0.09 -0.90
C 0.573725 -7.006555 4.213545 -0.03 -0.26 0.01
H -1.301874 6.864574 -3.310765 0.40 -0.18 0.12
C 0.376829 -5.775643 2.322554 -2.11 1.92 0.28
H -0.241782 -4.068601 3.570598 0.12 -0.07 0.06
H -2.268072 5.634464 -4.049998 -0.06 0.10 -0.32
H 4.000855 -3.568197 -0.269483 0.24 -0.53 0.32
H 0.226156 0.734207 -1.334736 0.24 0.30 -0.14
H -3.913220 2.439880 1.458226 0.26 0.05 0.79
C 3.009424 -3.232214 -2.133713 2.23 0.16 -0.21
C -4.136979 3.513699 1.498831 -1.00 -1.91 -2.58
H -0.066718 -6.022678 1.361977 0.74 -0.71 -0.16
H -5.701989 2.419396 -3.968528 0.04 -0.35 0.22
H -4.369552 3.617344 0.427691 0.01 0.68 0.08
H -0.920311 -3.946928 1.943948 -0.04 -0.39 -0.17
O -4.338404 4.547944 -2.013534 0.00 -0.22 -0.72
C -0.167021 5.225071 -4.225926 1.37 1.26 -0.67
O 1.632589 -3.348362 -2.022944 -1.24 0.99 -0.50
O 0.213068 -4.386831 -0.592127 -0.34 -0.03 -0.54
```
Positions in Å, forces in eV/Å.

Results of the Mulliken charge analysis, in e, for atoms 1 through 6: atom 1 (O): -0.37, atom 2 (H): 0.16, atom 3 (H): 0.35, atom 4 (O): -0.31, atom 5 (H): 0.36, atom 6 (O): -0.12

# C28H43BaNO3SSe4Si4

A molecular structure, C28H43BaNO3SSe4Si4 (ωB97M-V/def2-TZVPD, the OMol25 dataset).

Output
Net charge ... -2
E ... -341798.5542 eV

Geometry as XYZ:
```
85
Properties=species:S:1:pos:R:3:forces:R:3
H 0.819283 4.218052 -2.120917 -0.18 -0.10 -0.17
H 2.559974 6.318677 1.215434 -0.11 0.23 -0.17
H -1.348379 4.806993 0.354968 -0.30 -0.09 -0.09
C -6.246525 1.512550 -1.581609 -0.27 -0.09 0.21
H 2.563754 1.810358 4.280505 0.22 -0.12 -0.06
H -7.029774 1.273418 0.374163 -0.01 0.12 0.07
H 5.576452 1.453863 1.026970 0.05 -0.24 -0.15
C 0.878887 -3.556009 1.362637 0.01 0.02 -0.21
C 1.825629 -3.962041 2.285235 0.05 -0.04 0.17
H -1.117329 3.656024 3.440201 0.06 0.23 -0.07
H 3.830401 2.174834 -1.808918 0.00 0.23 -0.06
C -6.099073 -0.538354 -0.377384 -0.15 0.32 -0.08
H 4.514248 2.102989 2.263278 -0.05 0.05 0.24
Se -1.194016 2.625040 -4.033298 0.65 -0.47 0.31
H -1.726519 2.295999 4.364417 0.05 -0.16 0.23
H -0.445177 -7.540484 -1.947525 -0.02 -0.03 0.02
C -1.126570 -4.940667 -3.993851 -0.04 -0.14 -0.11
H -0.867224 -2.877230 -3.492839 0.02 0.01 -0.03
C 0.134184 -0.181640 3.424281 -0.01 0.44 -0.27
C 2.460094 5.255457 1.420109 -0.35 -0.43 -0.32
H -0.627401 5.600297 1.734073 0.04 -0.02 0.25
H 2.710013 -3.897961 -1.453510 0.04 0.00 -0.08
O -2.041433 -3.135811 -0.098695 -0.27 -0.07 0.07
H 3.429638 4.795342 1.262728 0.25 -0.13 -0.02
H -2.006108 2.385292 2.633160 -0.14 0.05 -0.13
H 4.317103 0.491461 -1.770503 0.19 -0.18 0.12
C -5.463597 -1.125124 -1.434952 0.15 0.13 0.14
H -1.262009 -7.068678 -4.229169 -0.04 -0.03 -0.04
C -0.171178 -5.479677 -1.455038 0.02 0.17 -0.04
Si 1.107640 4.381802 0.346334 0.22 0.62 0.07
H 1.084195 -0.706670 3.384854 0.25 -0.09 -0.07
H -6.537086 2.540603 -1.707194 0.16 0.11 -0.03
H -0.113210 -3.284273 1.680980 -0.12 0.08 0.19
C -0.250028 -4.161634 -1.894014 -0.07 -0.31 -0.24
C -0.484997 5.379699 0.679519 0.25 -0.54 -0.05
O -0.908465 -1.245897 0.134608 0.68 -1.24 2.71
H 4.795635 3.004650 0.788582 0.02 0.27 -0.08
Se -3.745532 4.724655 -2.219919 0.05 0.38 -0.20
C 0.186109 -3.021530 -1.014232 -0.58 0.14 0.46
H 3.261926 -0.719933 2.033137 -0.01 0.03 0.29
C 1.190521 -3.495221 0.012248 0.22 0.03 0.25
H -6.283089 -1.105333 0.523295 0.01 -0.09 0.10
O 0.726990 -1.957173 -1.786486 -0.08 0.29 -0.08
C 3.523994 1.181987 -1.492535 -0.37 -0.01 0.40
C 1.544446 4.721163 -1.486844 -0.12 -0.36 0.50
C -0.758872 -3.901295 -3.161109 0.07 0.13 0.07
C -1.071304 -2.414008 -0.257651 0.42 -2.64 -0.66
H -5.318655 1.492084 -3.408604 0.07 -0.05 0.09
H -5.124980 -2.150327 -1.403264 0.01 0.02 -0.04
H -0.509663 -0.628007 2.672973 -0.14 -0.16 -0.18
H 1.513768 5.777361 -1.741513 -0.03 0.26 0.13
C 2.460059 -3.890964 -0.399333 -0.13 -0.02 0.01
C -6.533251 0.797033 -0.452662 -0.08 -0.20 -0.06
C -0.994607 -6.253928 -3.569748 -0.06 -0.04 -0.09
N -5.619751 0.923868 -2.615468 0.00 -0.14 0.23
Si 3.101178 1.172841 0.381597 0.58 -0.13 0.06
S -4.586263 -1.036652 -4.015208 0.51 -0.29 -0.53
C -0.531767 -6.517885 -2.292685 -0.02 -0.19 0.00
Se -4.203119 3.528557 -0.294626 0.34 -0.43 0.35
H 3.839883 -4.637445 2.594272 -0.02 0.02 0.00
Si 0.897372 2.026031 0.723975 0.63 0.36 0.41
H 2.637291 0.920401 -2.067677 -0.11 -0.02 -0.15
Ba -1.257181 0.471941 -1.075632 -1.20 4.19 -3.01
H 2.347686 -1.191483 0.625018 -0.23 -0.15 -0.05
H 1.614035 -2.203646 -2.068958 0.00 0.15 -0.05
C -1.276666 2.582329 3.416467 0.36 -0.36 -0.29
H 4.099513 -1.182959 0.563891 0.23 0.07 -0.14
H 4.387674 -4.605623 0.181572 0.03 0.00 0.01
C 3.404215 -4.306656 0.520984 0.12 0.03 -0.09
H -0.505398 6.321621 0.136638 0.17 0.14 -0.14
H 0.177281 -5.689691 -0.454450 0.04 -0.04 0.03
C -5.221097 -0.386919 -2.621016 -0.30 -0.02 -0.06
H 1.796062 3.381527 4.210466 0.05 0.24 -0.07
C 3.094795 -4.326811 1.871407 0.07 -0.11 0.09
H 1.252877 2.196705 5.383421 -0.21 -0.11 0.14
H 2.217920 5.145794 2.473105 -0.07 -0.06 0.25
H 1.566815 -3.980712 3.334842 0.01 0.00 0.07
H 2.526282 4.343357 -1.756903 0.25 -0.13 0.00
H -1.519740 -4.729198 -4.977453 -0.04 0.06 -0.07
Si 0.366073 1.678684 3.022733 0.18 0.26 0.54
C 4.652492 2.007152 1.190039 -0.62 -0.15 -0.14
C 1.609363 2.323023 4.362824 -0.33 -0.18 -0.55
C 3.230671 -0.653826 0.949967 -0.23 0.52 -0.15
H -0.308852 -0.374779 4.399303 -0.08 0.17 0.22
Se -3.398534 3.262637 -4.007821 -0.61 0.01 -0.10
```
Positions in Å, forces in eV/Å.

Results of the Mulliken charge analysis, in e, for atoms 1 through 6: atom 1 (H): 0.16, atom 2 (H): 0.39, atom 3 (H): 0.03, atom 4 (C): -0.39, atom 5 (H): 0.27, atom 6 (H): 0.39

Summary of maximum force in eV/A
1.3, 3.4, 5.3
(order as listed above)
Summary of HOMO-LUMO gap in Ha
0.373, 0.372, 0.187
(order as listed above)
Summary of ΔE to the lowest compared entry with this formula, charge and spin in kcal per mole
0.50, 54.50, 56.29
(order as listed above)